Entry 1:
{
  "formula": "C4H15N4",
  "method": "the ωB97M-V functional and the def2-TZVPD basis",
  "relative_energy_ev": 1.4467,
  "mol_weight_g_mol": 119.19,
  "gap_ev": 11.032,
  "total_charge": 1,
  "e_tot_ev": -10345.335,
  "lumo_energy_ev": -2.48,
  "homo_energy_ev": -13.51,
  "largest_force_ev_per_a": 1.4,
  "symbols": ["C", "C", "C", "C", "N", "N", "N", "N", "H", "H", "H", "H", "H", "H", "H", "H", "H", "H", "H", "H", "H", "H", "H"],
  "xyz": [[-2.1595, 0.3501, 2.0159], [0.8308, -1.9894, -1.4560], [0.3774, -0.2694, -3.1351], [0.8913, 1.5918, 0.9144], [1.0443, 0.9557, -0.0397], [0.6977, 2.1944, 2.0220], [-0.9233, 0.2833, 2.7920], [1.2006, -0.6708, -1.9891], [-1.9053, 0.5504, 0.9749], [-2.7533, -0.5656, 2.0625], [-2.7656, 1.1732, 2.3910], [0.9973, -2.7742, -2.1934], [1.4219, -2.2054, -0.5684], [-0.2241, -1.9852, -1.1858], [0.6666, 0.7240, -3.4702], [0.4880, -0.9710, -3.9628], [-0.6700, -0.2486, -2.8369], [1.1174, 0.0951, -1.1463], [-0.3669, -0.5131, 2.4965], [0.9676, 3.1512, 2.1712], [0.0202, 1.6711, 2.6262], [-1.1380, 0.1398, 3.7771], [2.1847, -0.6876, -2.2601]],
  "mulliken_charge": [-0.7619, -0.9317, -0.8757, 0.2341, -0.3863, -0.3893, -0.6523, -0.1655, 0.2092, 0.3249, 0.3342, 0.3849, 0.3302, 0.3397, 0.3402, 0.3658, 0.3208, 0.5502, 0.2211, 0.2317, 0.3872, 0.2506, 0.3379]
}

Entry 2:
{
  "formula": "C2H3NO2S",
  "method": "the ωB97M-V functional and the def2-TZVPD basis",
  "relative_energy_ev": 3.2077,
  "mol_weight_g_mol": 105.12,
  "gap_ev": 8.122,
  "total_charge": 0,
  "e_tot_ev": -18540.245,
  "smiles": "O=CC(=S)NO",
  "lumo_energy_ev": -1.10,
  "homo_energy_ev": -9.22,
  "largest_force_ev_per_a": 1.4,
  "symbols": ["O", "C", "C", "S", "N", "O", "H", "H", "H"],
  "xyz": [[-1.9399, -1.4580, -0.6528], [-0.9952, -0.9990, -0.0794], [-0.6010, 0.4819, -0.0992], [-1.5741, 1.7632, -0.4947], [0.6808, 0.6968, 0.3077], [1.6563, -0.1995, -0.1965], [-0.3724, -1.6727, 0.5556], [0.9309, 1.6585, 0.0834], [2.2148, -0.2712, 0.5759]],
  "mulliken_charge": [-0.3829, 0.0297, 0.2088, -0.2562, -0.1487, -0.3888, 0.3005, 0.2822, 0.3554]
}

Entry 3:
{
  "formula": "C3H5ClO",
  "method": "the ωB97M-V functional and the def2-TZVPD basis",
  "relative_energy_ev": 0.9600,
  "mol_weight_g_mol": 92.53,
  "gap_ev": 10.788,
  "total_charge": 0,
  "e_tot_ev": -17760.818,
  "smiles": "OC/C=C/Cl",
  "lumo_energy_ev": 0.92,
  "homo_energy_ev": -9.86,
  "largest_force_ev_per_a": 2.4,
  "symbols": ["O", "C", "C", "C", "Cl", "H", "H", "H", "H", "H"],
  "xyz": [[-2.6325, -0.5007, -0.3896], [-1.8276, 0.4853, 0.2273], [-0.4185, -0.0298, 0.3567], [0.5967, 0.5704, -0.1766], [2.2059, -0.2054, -0.0309], [-2.6541, -1.2367, 0.2272], [-1.9659, 1.2916, -0.4702], [-2.2936, 0.7281, 1.2174], [-0.2696, -1.0279, 0.7702], [0.6382, 1.5860, -0.5476]],
  "mulliken_charge": [-0.4844, -0.3352, -0.0405, -0.3083, -0.2140, 0.2907, 0.2873, 0.2311, 0.2200, 0.3533]
}

Entry 4:
{
  "formula": "C4H8NO",
  "method": "the ωB97M-V functional and the def2-TZVPD basis",
  "relative_energy_ev": 3.9913,
  "mol_weight_g_mol": 86.11,
  "gap_ev": 8.207,
  "total_charge": 1,
  "e_tot_ev": -7804.111,
  "lumo_energy_ev": -4.93,
  "homo_energy_ev": -13.14,
  "largest_force_ev_per_a": 4.5,
  "symbols": ["C", "C", "C", "C", "N", "O", "H", "H", "H", "H", "H", "H", "H", "H"],
  "xyz": [[-1.7821, 0.8219, -0.9974], [-1.1930, 0.4212, 0.4340], [0.1324, -0.4154, 0.6291], [2.2575, -0.6549, -0.2617], [0.9733, -0.2076, -0.2624], [-3.0346, 0.8077, -1.0693], [-0.8873, 1.4898, 0.8396], [-2.0042, 0.1607, 1.1573], [0.4580, -0.8115, 1.5943], [2.5370, -1.3082, -1.0385], [2.9394, 0.1065, -0.2635], [2.6479, -1.1538, 0.5513], [0.4781, 0.2600, -1.0113], [-3.5224, 0.4836, -0.3015]],
  "mulliken_charge": [-0.3469, -0.5236, 0.0244, -0.9631, 0.0883, -0.1454, 0.3070, 0.4158, 0.3597, 0.3758, 0.4267, 0.3769, 0.2659, 0.3386]
}

Entry 5:
{
  "formula": "CHO5S",
  "method": "the ωB97M-V functional and the def2-TZVPD basis",
  "relative_energy_ev": 4.7922,
  "mol_weight_g_mol": 125.08,
  "gap_ev": 9.487,
  "total_charge": -1,
  "e_tot_ev": -22123.690,
  "smiles": "O=S(=O)([O-])C1OO1",
  "lumo_energy_ev": 4.14,
  "homo_energy_ev": -5.35,
  "largest_force_ev_per_a": 4.2,
  "symbols": ["O", "S", "O", "O", "C", "O", "O", "H"],
  "xyz": [[1.6473, 0.7892, 0.0323], [0.9334, -0.4263, -0.0527], [1.0340, -1.2620, 1.1317], [0.8969, -1.0316, -1.3712], [-0.7753, 0.1561, 0.0689], [-1.0911, 1.3931, 0.5049], [-1.1748, 1.0771, -0.8374], [-1.4704, -0.6955, 0.5235]],
  "mulliken_charge": [-0.6407, 1.1392, -0.6847, -0.6686, 0.2004, -0.2846, -0.2906, 0.2297]
}

Entry 6:
{
  "formula": "C15H13AuN5O3S2",
  "method": "the ωB97M-V functional and the def2-TZVPD basis",
  "relative_energy_ev": 0.7463,
  "mol_weight_g_mol": 572.40,
  "gap_ev": [2.506, 5.813],
  "total_charge": -2,
  "spin_multiplicity": 2,
  "e_tot_ev": -54719.811,
  "lumo_energy_ev": [4.72, 4.72],
  "homo_energy_ev": [2.22, -1.09],
  "largest_force_ev_per_a": 3.0,
  "symbols": ["Au", "O", "N", "C", "C", "C", "C", "C", "S", "H", "H", "H", "H", "N", "C", "C", "C", "C", "C", "C", "S", "O", "O", "N", "C", "N", "C", "C", "C", "N", "H", "H", "H", "H", "H", "H", "H", "H", "H"],
  "xyz": [[2.1586, 0.6184, -0.4003], [4.7233, 0.6398, -0.0841], [4.9006, 1.6665, 0.6970], [5.8908, 1.6172, 1.6394], [6.1234, 2.6525, 2.5061], [5.3163, 3.7866, 2.4639], [4.2915, 3.8202, 1.5101], [4.0860, 2.7741, 0.6303], [2.8622, 2.8501, -0.5768], [6.4750, 0.7072, 1.6228], [6.9375, 2.5728, 3.2173], [5.4674, 4.6159, 3.1407], [3.6216, 4.6621, 1.4404], [-6.0859, -1.5007, -3.0554], [-5.0649, -1.0833, -2.1708], [-4.1477, -0.1216, -2.5662], [-3.2023, 0.3601, -1.6580], [-3.1835, -0.1357, -0.3659], [-4.0815, -1.0995, 0.0312], [-5.0274, -1.5834, -0.8709], [-2.0162, 0.5827, 0.8129], [-2.3127, 0.0224, 2.1222], [-2.2446, 2.0144, 0.7328], [-0.5159, 0.2954, 0.2888], [-0.1752, -0.9683, 0.1775], [1.1243, -1.2008, -0.1712], [1.5441, -2.4781, -0.1964], [0.6904, -3.5298, 0.0809], [-0.6321, -3.2013, 0.3524], [-1.0736, -1.9434, 0.3863], [-5.8298, -1.3987, -4.0281], [-6.4106, -2.4378, -2.8585], [-4.1837, 0.2592, -3.5786], [-2.4895, 1.1165, -1.9399], [-4.0309, -1.4647, 1.0446], [-5.7479, -2.3366, -0.5738], [2.5892, -2.6279, -0.4360], [1.0320, -4.5565, 0.0729], [-1.3770, -3.9643, 0.5598]],
  "mulliken_spin": [-0.0007, 0.0002, 0.0023, 0.0000, 0.0001, -0.0018, 0.0029, -0.0012, 0.0016, -0.0002, 0.0001, -0.0002, 0.0002, -0.0017, -0.0006, 0.0021, -0.0047, -0.0197, 0.0128, 0.0066, 0.0071, 0.0008, -0.0007, 0.0089, -0.0379, 0.1940, 0.3648, -0.1676, 0.3473, 0.1521, -0.0001, 0.0001, 0.0007, 0.0007, 0.0022, 0.0029, 0.0622, -0.0161, 0.0807]
}

Entry 7:
{
  "formula": "C2H7NO3",
  "method": "the ωB97M-V functional and the def2-TZVPD basis",
  "relative_energy_ev": 2.5325,
  "mol_weight_g_mol": 93.08,
  "gap_ev": 10.140,
  "total_charge": 0,
  "e_tot_ev": -9818.428,
  "smiles": "O=CO.NCO",
  "lumo_energy_ev": 0.74,
  "homo_energy_ev": -9.40,
  "largest_force_ev_per_a": 5.3,
  "symbols": ["O", "C", "O", "H", "H", "N", "C", "O", "H", "H", "H", "H", "H"],
  "xyz": [[-1.7025, -0.0240, -1.5835], [-1.9952, -1.2426, -1.6282], [-1.0869, -2.2263, -2.0872], [-3.0241, -1.5927, -1.2338], [-0.8126, -2.9839, -1.5983], [2.1200, 2.0871, 2.0555], [0.9721, 1.3508, 1.5906], [1.1938, 0.0137, 1.0520], [2.4492, 1.9875, 3.0700], [2.7469, 2.5306, 1.5086], [0.4633, 1.1999, 2.5313], [0.3553, 1.9452, 0.9051], [1.8857, -0.4533, 1.6042]],
  "mulliken_charge": [-0.4102, 0.2460, -0.4462, 0.2783, 0.3311, -0.4204, -0.2071, -0.5458, 0.2009, 0.1405, 0.2920, 0.2733, 0.2677]
}

Entry 8:
{
  "formula": "C23H41AlN2OP3",
  "method": "the ωB97M-V functional and the def2-TZVPD basis",
  "relative_energy_ev": 0.3613,
  "mol_weight_g_mol": 481.50,
  "gap_ev": 6.293,
  "total_charge": 3,
  "e_tot_ev": -63982.723,
  "lumo_energy_ev": -9.33,
  "homo_energy_ev": -15.63,
  "largest_force_ev_per_a": 3.3,
  "symbols": ["Al", "P", "P", "P", "H", "C", "C", "H", "C", "C", "C", "C", "C", "C", "C", "C", "C", "H", "H", "H", "H", "H", "H", "H", "H", "H", "H", "H", "H", "H", "H", "H", "H", "H", "H", "H", "H", "H", "H", "H", "H", "H", "H", "H", "H", "H", "C", "C", "C", "C", "C", "C", "O", "H", "H", "H", "H", "H", "H", "N", "C", "C", "C", "C", "C", "N", "C", "H", "H", "H", "H"],
  "xyz": [[-1.0476, 0.4533, 0.5624], [-2.3642, -1.5964, 0.4242], [0.8550, -0.3406, 1.7111], [1.9485, -1.2378, -3.1908], [-1.3613, 5.4243, -4.1561], [-1.3483, 4.5081, -4.7614], [-2.2596, 3.5279, -4.6488], [-3.0934, 3.5754, -3.9740], [-4.0483, -1.1525, 0.9734], [-1.9940, -3.1833, 1.2404], [-2.5472, -2.0436, -1.3413], [2.4607, 0.5707, 1.8005], [0.0533, -0.1191, 3.3466], [1.2886, -2.1007, 1.5874], [1.5724, -1.3255, -4.9524], [1.6598, -2.7395, -2.2380], [3.5258, -0.5008, -2.8129], [-0.5755, 4.4878, -5.5649], [-2.2220, 2.7010, -5.3650], [-4.4862, -0.4410, 0.2576], [-3.9852, -0.6808, 1.9665], [-4.6698, -2.0597, 1.0283], [-1.6330, -2.9998, 2.2606], [-1.2224, -3.7291, 0.6821], [-2.9104, -3.7879, 1.2820], [-2.4815, -1.1428, -1.9713], [-3.5234, -2.5340, -1.4962], [-1.7496, -2.7415, -1.6401], [3.2896, -0.1521, 1.8598], [2.4815, 1.2305, 2.6854], [2.5707, 1.1782, 0.8868], [0.4059, -0.8981, 4.0230], [-1.0427, -0.1660, 3.2531], [0.3039, 0.8693, 3.7475], [2.3800, -2.2111, 1.5541], [0.8631, -2.5268, 0.6701], [0.8887, -2.6281, 2.4633], [2.0245, -2.1957, -5.4555], [1.9387, -0.4223, -5.4594], [0.4800, -1.3767, -5.0712], [1.5460, -3.6126, -2.9014], [0.7296, -2.6429, -1.6500], [2.5018, -2.9296, -1.5478], [4.2801, -0.9386, -3.4776], [3.7948, -0.6926, -1.7677], [3.4495, 0.5792, -2.9948], [-0.3417, 1.4811, -2.1310], [0.8650, 2.2208, -2.0279], [1.5672, 2.3735, -3.2232], [1.0864, 1.8066, -4.4024], [-0.1833, 1.2434, -4.4851], [-0.9942, 1.2839, -3.3582], [-0.7603, 0.6681, -1.1545], [1.0619, -0.2827, -2.6466], [1.1891, 2.5550, -1.0419], [2.4975, 2.9280, -3.2563], [1.7497, 1.7814, -5.2712], [-0.5301, 0.8551, -5.4481], [-2.0724, 1.1077, -3.3527], [2.3792, 4.0729, 4.1860], [1.3389, 3.8999, 3.6810], [0.0515, 3.5794, 3.0949], [-1.1280, 3.7444, 3.8306], [-2.2776, 3.1037, 3.3838], [-2.2057, 2.2728, 2.2749], [-1.0619, 2.1676, 1.5406], [0.0185, 2.9371, 1.8596], [-1.1207, 4.3528, 4.7368], [-3.2380, 3.1927, 3.8944], [-3.0699, 1.6866, 1.9492], [0.8665, 2.9402, 1.1692]],
  "mulliken_charge": [-1.5268, 1.1412, 1.3355, 0.9926, 0.2633, -0.4909, -0.4502, 0.2714, -1.4146, -1.2502, -1.0437, -1.2628, -1.3689, -0.8531, -1.2340, -0.7166, -1.0894, 0.2391, 0.2494, 0.4074, 0.3658, 0.5110, 0.3462, 0.3673, 0.4775, 0.1611, 0.4989, 0.3328, 0.4972, 0.3942, 0.3193, 0.5928, 0.3074, 0.3023, 0.4894, -0.0951, 0.4110, 0.4870, 0.3222, 0.3956, 0.5049, -0.1474, 0.4283, 0.4290, 0.3758, 0.2896, -0.4937, -0.0488, -1.0604, -0.4787, -1.1824, -0.4130, 0.9382, -0.1590, 0.3959, 0.6258, 0.6152, 0.7555, 0.9241, -0.3260, -0.2493, 0.0587, -0.2723, -0.9571, -0.2150, 0.5782, 0.2092, 0.5494, 0.4665, 0.5879, 0.5887]
}